[1]
42
Properties=species:S:1:pos:R:3:forces:R:3:nbo_charge:R:1 method="wB97M-V/def2-TZVPD" charge=+1 e_homo_ev=-11.69 max_force_ev_per_a=7.57 de_lowest_ev=0.645 smiles="O=c1c2ccccc2nnn1Cc1ccc[n+](Cc2ccccc2Br)c1" lumo_energy_ev=-4.239
O -2.37840 1.76884 2.30060 -4.2 1.8 -0.2 -0.579
C -1.30787 1.33344 2.43647 3.6 -2.4 0.8 0.657
C -0.78140 0.59788 3.61890 0.1 1.1 0.5 -0.170
C -1.58828 0.46464 4.77792 2.3 -0.8 0.7 -0.149
C -0.99569 -0.15731 5.92053 1.6 0.0 -1.1 -0.189
C 0.39305 -0.57055 5.82243 -1.3 -0.5 1.5 -0.156
C 1.05991 -0.46377 4.61479 2.8 -2.4 4.3 -0.218
C 0.60927 0.18908 3.61058 -5.6 2.0 -4.7 0.084
N 1.32746 0.20341 2.40966 -0.7 1.3 0.0 -0.165
N 0.84083 0.85074 1.45555 1.4 -0.1 -2.5 0.006
N -0.38893 1.39815 1.37374 -0.8 0.4 2.0 -0.281
C -0.77083 2.30416 0.26001 3.2 -0.8 -0.4 -0.266
C -1.28410 1.47955 -0.96857 -1.1 0.8 0.5 -0.027
C -2.65164 1.63381 -1.34800 3.1 -0.2 0.4 -0.058
C -3.09761 1.06212 -2.47769 1.0 -1.0 0.1 -0.239
C -2.27458 0.22044 -3.16517 0.4 -0.8 -1.2 0.126
N -0.95497 0.01525 -2.89265 -2.1 1.7 1.0 -0.262
C -0.11233 -0.59454 -3.94498 1.3 -3.2 2.0 -0.270
C 1.07358 -1.33918 -3.23972 -0.5 0.6 -1.1 -0.012
C 1.14782 -2.55270 -2.52658 -1.7 -0.7 1.1 -0.227
C 2.23778 -2.82885 -1.69954 -0.4 -0.8 -0.3 -0.203
C 3.35954 -2.07549 -1.74053 1.8 1.1 -1.1 -0.171
C 3.37829 -1.05428 -2.71349 1.4 1.0 0.6 -0.214
C 2.25604 -0.60687 -3.39075 0.4 -1.5 1.1 -0.143
Br 2.37225 0.89248 -4.52968 0.9 0.4 0.1 0.117
C -0.49997 0.61348 -1.72218 0.6 0.7 -1.0 0.086
H -2.56735 0.88629 4.89967 -0.4 0.0 -0.5 0.243
H -1.60163 -0.31506 6.82360 0.6 0.2 -0.4 0.236
H 0.99550 -1.02431 6.68268 -1.4 0.6 -1.2 0.240
H 2.01811 -0.90719 4.42135 0.6 -0.2 0.6 0.236
H -1.34711 3.14341 0.60193 -1.5 -0.6 0.2 0.272
H 0.14924 2.95414 0.14674 -0.4 -1.4 -1.1 0.256
H -3.33375 2.18227 -0.80781 -1.0 1.5 1.5 0.242
H -4.07782 1.24069 -2.76204 -1.7 -0.1 -0.8 0.251
H -2.73658 -0.34159 -3.96512 0.6 0.0 -0.4 0.235
H 0.39196 0.05395 -4.61722 -0.6 1.3 0.0 0.252
H -0.64644 -1.24919 -4.60349 -1.1 -0.5 0.2 0.241
H 0.34143 -3.35378 -2.40211 0.6 1.7 -0.7 0.242
H 2.31853 -3.71057 -1.09092 -0.7 -0.4 0.1 0.232
H 4.27620 -2.36462 -1.15428 -1.1 0.6 -0.8 0.246
H 4.29429 -0.50346 -2.91950 0.0 -0.2 0.3 0.234
H 0.55618 0.52506 -1.49512 0.0 -0.3 -0.1 0.264

---

[2]
52
Properties=species:S:1:pos:R:3:forces:R:3:nbo_charge:R:1 method="wB97M-V/def2-TZVPD" charge=+1 e_homo_ev="-11.24 / -11.24" max_force_ev_per_a=0.26 de_lowest_ev=0.047 lumo_energy_ev="-4.487 / -4.487"
Re 0.78786 1.48205 0.30366 0.1 0.2 -0.1 1.213
Br -0.15842 0.25396 3.60739 0.0 0.0 0.0 0.161
C 1.64977 0.39572 3.15143 0.0 0.0 0.0 0.163
C 2.59515 0.02570 4.09687 0.0 0.0 0.0 -0.247
C 3.93746 0.13422 3.78938 0.0 0.0 0.0 -0.108
C 4.30391 0.61555 2.54150 0.0 0.0 0.0 -0.189
C 3.30971 0.96323 1.66113 0.0 0.0 -0.1 0.106
N 1.99312 0.86285 1.94502 0.1 0.0 0.2 -0.464
C 3.64422 1.47299 0.28306 0.1 -0.1 0.1 0.756
O 4.77150 1.59319 -0.09068 -0.1 0.0 0.0 -0.504
O 2.56278 1.74891 -0.44117 0.0 -0.1 0.0 -0.674
H 2.26149 -0.34003 5.05599 0.0 0.0 0.0 0.256
H 4.68641 -0.15423 4.51429 0.0 0.0 0.0 0.246
H 5.33130 0.72708 2.22598 0.0 0.0 0.0 0.270
N -0.64816 2.07822 -3.67709 0.0 0.0 0.0 -0.745
C -0.03375 2.42726 -2.54923 0.0 0.1 0.0 0.729
O 0.11083 1.55262 -1.66700 0.0 -0.1 0.2 -0.637
C 0.36418 3.83486 -2.39822 0.0 0.0 -0.1 -0.484
C 1.49827 4.25486 -1.64424 0.1 0.0 -0.1 0.271
N 2.42563 4.61679 -1.07085 -0.1 0.1 0.0 -0.254
C -0.41980 4.75338 -2.98936 -0.1 0.0 0.1 0.553
N -1.17223 5.44965 -3.58922 0.1 0.0 -0.1 -0.539
H -0.98877 1.13349 -3.76398 0.0 0.0 0.0 0.430
H -0.63931 2.67150 -4.48913 0.0 0.0 0.0 0.421
C -2.72472 -6.01219 -0.30924 0.0 0.0 0.0 -0.638
C -2.09177 -4.65379 -0.23221 0.0 0.0 0.0 0.063
C -0.78395 -4.44898 -0.64744 0.0 0.0 0.0 -0.237
C -0.16360 -3.21154 -0.55675 0.0 0.0 0.0 0.077
C 1.25880 -3.11599 -1.04320 0.0 0.0 0.0 -0.632
C -0.89934 -2.12650 -0.02912 0.0 0.0 0.0 -0.185
C -2.23971 -2.30900 0.38983 0.0 0.0 0.0 0.074
C -3.11538 -1.22155 0.95574 0.0 0.0 0.0 -0.630
C -2.79831 -3.57171 0.27780 0.0 0.0 0.0 -0.236
C -0.27137 -0.81381 0.09345 0.0 0.0 0.0 0.765
O 0.96412 -0.57750 -0.17384 -0.1 0.0 0.0 -0.687
O -0.89253 0.22657 0.49463 0.0 0.0 0.0 -0.645
H -2.24388 -6.63252 -1.06368 0.0 0.0 0.0 0.225
H -3.78650 -5.93909 -0.54150 0.0 0.0 0.0 0.227
H -2.63321 -6.52442 0.65085 0.0 0.0 0.0 0.235
H -0.22488 -5.28097 -1.05868 0.0 0.0 0.0 0.215
H 1.56500 -4.07576 -1.45446 0.0 0.0 0.0 0.218
H 1.94090 -2.85477 -0.23509 0.0 0.0 0.0 0.232
H 1.37823 -2.35356 -1.81130 0.0 0.0 0.0 0.232
H -3.24443 -0.39778 0.25544 0.0 0.0 0.0 0.231
H -2.68829 -0.79198 1.86127 0.0 0.0 0.0 0.227
H -4.09381 -1.63328 1.19474 0.0 0.0 0.0 0.217
H -3.82392 -3.71587 0.59642 0.0 0.0 0.0 0.214
Se -4.71152 6.85100 0.19133 0.0 0.0 0.0 -0.341
Sb -2.57846 6.59226 -0.65387 0.0 0.0 0.0 0.969
Se -0.09418 3.23456 1.29013 0.0 -0.1 0.0 0.204
Se -0.33233 6.66837 -0.08066 0.0 0.0 0.0 -0.378
Se -2.84411 6.13598 -3.16612 0.0 0.0 0.0 0.254

---

[3]
53
Properties=species:S:1:pos:R:3:forces:R:3:nbo_charge:R:1 method="wB97M-V/def2-TZVPD" e_homo_ev=-7.77 max_force_ev_per_a=1.22 de_lowest_ev=0.401 lumo_energy_ev=-0.450
Sc -0.34222 0.06633 -0.58536 0.3 -0.4 0.0 1.610
O -1.86338 -1.12100 -1.01622 -0.8 -0.2 -0.2 -0.618
N -2.08955 -2.42352 -1.10372 0.0 0.0 0.1 0.004
C -3.38668 -2.81240 -1.16317 0.2 0.1 0.0 0.044
C -3.71614 -4.12567 -1.28454 -0.1 -0.1 0.0 -0.288
C -2.67581 -5.06558 -1.35283 0.1 -0.1 0.0 -0.167
C -1.37360 -4.65005 -1.28834 0.0 0.0 0.0 -0.237
C -1.02941 -3.28237 -1.15092 -0.1 -0.1 0.0 0.038
S 0.54398 -2.66994 -1.04297 -0.2 0.0 0.0 -0.212
H -4.09739 -2.00415 -1.10746 0.0 0.1 0.0 0.236
H -4.75784 -4.41339 -1.32773 0.1 0.0 0.0 0.231
H -2.90357 -6.12123 -1.45394 0.0 0.1 0.0 0.223
H -0.55221 -5.35063 -1.33474 0.0 0.0 0.0 0.236
C 1.03494 1.99708 2.85189 0.0 0.1 0.0 -0.657
C -0.04280 2.53289 1.97479 0.1 0.1 0.1 0.419
N -0.46007 2.00647 0.84564 -0.5 0.0 -0.4 -0.501
C -1.39960 2.87098 0.33138 0.2 -0.1 -0.1 0.006
C -1.55765 3.93831 1.16311 0.0 0.0 0.0 -0.004
N -0.68968 3.69800 2.19612 0.1 0.1 0.2 -0.479
C -2.40553 5.15853 1.20790 -0.1 -0.2 0.3 0.769
O -3.23674 5.35544 0.21074 0.0 -0.4 -0.5 -0.663
O -2.32804 5.88296 2.17422 0.1 0.1 -0.2 -0.602
C -1.93994 2.57709 -1.01901 -0.1 0.0 -0.2 0.797
O -2.78185 3.32272 -1.52444 0.0 0.2 0.2 -0.665
O -1.42461 1.53948 -1.56064 -0.4 0.4 0.0 -0.758
H 0.93698 0.92136 2.95640 0.0 0.0 0.0 0.242
H 1.00395 2.45543 3.83953 0.0 0.0 0.0 0.226
H 2.01224 2.19186 2.40376 0.0 0.0 0.0 0.248
H -0.58430 4.33266 2.97331 0.0 0.0 0.0 0.445
H -3.16063 4.62432 -0.48719 0.1 0.3 0.2 0.523
Cl 4.27387 -3.76273 3.70815 -0.1 0.1 -0.1 0.000
C 3.42773 -2.64470 2.67181 0.3 0.0 0.0 -0.088
C 4.12816 -1.98009 1.65840 0.1 0.0 0.0 -0.181
C 3.48690 -1.08915 0.83413 0.1 0.1 0.0 -0.126
Cl 4.40775 -0.26614 -0.39388 -0.2 -0.1 0.1 0.002
C 2.09745 -0.81435 0.95528 0.1 0.3 -0.2 0.494
O 1.50223 0.03291 0.18360 1.1 -0.2 0.5 -0.782
C 1.43024 -1.51516 1.98657 -0.2 -0.2 0.0 -0.290
C 0.00584 -1.38837 2.15896 0.2 0.1 0.0 0.455
O -0.75966 -0.75800 1.43847 -0.2 0.0 0.1 -0.581
C 2.09649 -2.41047 2.83441 -0.2 -0.1 0.2 -0.151
H 5.18525 -2.16870 1.52486 0.0 0.0 0.0 0.243
H -0.42021 -1.90360 3.02860 0.0 -0.1 0.1 0.145
H 1.53974 -2.92837 3.60886 0.0 0.0 -0.1 0.227
N 0.52345 1.08065 -4.54629 0.0 0.0 0.0 -0.762
C 1.07738 0.87514 -3.35086 -0.2 -0.1 0.0 0.702
O 0.56187 0.09537 -2.54904 0.3 0.3 -0.2 -0.639
C 2.35625 1.60288 -3.04820 -0.1 0.0 0.1 -0.619
I 1.97444 3.11145 -1.59413 0.0 0.1 -0.1 0.177
H -0.37606 0.66607 -4.72910 0.0 0.0 0.0 0.424
H 0.90849 1.72891 -5.20521 0.0 0.1 -0.1 0.404
H 2.78755 2.08974 -3.91352 0.0 0.0 -0.1 0.231
H 3.05199 0.91470 -2.58743 0.1 -0.1 0.1 0.272

---

[4]
45
Properties=species:S:1:pos:R:3:forces:R:3:nbo_charge:R:1 method="wB97M-V/def2-TZVPD" charge=-1 e_homo_ev=-3.39 max_force_ev_per_a=6.86 lumo_energy_ev=0.605
C 1.54814 3.92806 -3.58681 -0.1 -0.2 0.0 -0.630
C 0.99995 2.61104 -4.11021 0.2 -0.6 0.8 -0.070
O 1.04563 1.63962 -2.96331 -1.2 0.1 -1.9 -0.548
C 0.29254 0.48152 -3.24891 0.9 3.4 -0.4 0.752
C 0.32480 -0.32160 -2.06598 -0.2 0.1 0.0 -0.690
S -0.15927 -1.89321 -2.16113 -0.1 -6.1 -3.1 2.176
C 1.19679 -2.91363 -1.58801 0.7 0.3 0.9 -0.234
C 2.15296 -3.43131 -2.47398 0.1 0.0 0.1 -0.218
C 3.26166 -4.12484 -1.96602 -0.2 0.0 0.2 -0.222
C 3.40874 -4.32965 -0.58279 -0.5 0.4 -0.1 -0.206
C 2.42916 -3.82317 0.29000 0.0 -0.2 -0.2 -0.216
C 1.31869 -3.12825 -0.21218 0.4 0.0 0.1 -0.223
O -1.27400 -2.18432 -1.33247 -0.9 0.4 1.2 -0.930
O -0.27539 -2.41695 -3.54776 0.3 2.1 1.7 -0.923
O -0.15280 0.27552 -4.34702 0.1 -0.3 0.8 -0.540
H 1.58276 4.62197 -4.44151 0.1 -0.1 0.4 0.207
H 0.87553 4.33295 -2.80898 0.4 -0.1 -0.3 0.225
H 2.56357 3.78843 -3.17523 -0.5 0.2 -0.2 0.216
H -0.04734 2.72374 -4.47297 0.8 -0.3 0.3 0.197
H 1.63507 2.19954 -4.92479 -0.5 0.2 0.5 0.184
H 1.04590 0.12903 -1.24599 3.5 -0.4 -2.7 0.298
H 2.02956 -3.29418 -3.55494 0.0 0.0 0.6 0.246
H 4.01436 -4.51582 -2.66117 -0.3 0.2 0.3 0.212
H 4.28053 -4.86243 -0.18944 -0.4 0.2 -0.2 0.213
H 2.51849 -3.96800 1.37319 0.0 0.0 -0.5 0.219
H 0.56913 -2.70695 0.46780 0.3 -0.3 -0.3 0.246
Cl 0.33895 0.07832 -0.08468 -2.7 1.0 2.5 0.158
C 0.40961 1.44146 2.95954 -3.3 0.5 -1.8 -0.293
Cl 1.88675 2.07270 2.69075 3.3 1.2 -0.5 0.025
C -0.71654 2.24162 2.44576 -0.8 -2.0 2.2 0.461
O -0.56347 3.29596 1.88198 0.3 2.0 -1.4 -0.666
C -2.08671 1.74002 2.84079 1.5 -0.7 0.8 -0.179
C -2.18794 0.55795 3.66065 -0.4 0.0 -0.7 0.030
C -3.50088 0.16356 4.06493 0.1 -0.2 0.4 -0.248
C -4.61589 0.91302 3.74882 -0.1 0.2 0.0 -0.218
C -4.47936 2.09743 2.99884 1.0 0.2 -0.2 -0.264
C -3.21175 2.51554 2.57236 -1.0 -0.6 0.0 -0.163
C -1.00088 -0.19947 3.93790 -0.9 0.5 -0.1 -0.153
Cl -1.13980 -1.57168 5.00722 0.2 -0.4 -0.1 -0.067
C 0.24230 0.22712 3.52894 -1.0 -1.3 1.4 -0.220
H -3.62319 -0.74029 4.67893 0.1 0.4 -0.4 0.214
H -5.62263 0.61043 4.09582 0.7 0.1 -0.2 0.200
H -5.33291 2.70087 2.74052 -0.3 0.1 0.0 0.197
H -3.06891 3.41400 1.97749 -0.1 -0.1 0.1 0.227
H 1.08810 -0.37565 3.78403 0.5 -0.2 0.2 0.217

---

Number 1: total energy -99040.03795 eV. Number 2: total energy -377288.09461 eV. Number 3: total energy -108028.97913 eV. Number 4: total energy -79636.05825 eV.